Record 1
Formula: C36H43BrF4HfN3O14P5Te
Source: the OMol25 dataset
Level of theory: ωB97M-V with the def2-TZVPD basis set

Last column: Löwdin charge in e.
Atoms and positions in Å:
Hf 1.182368 1.055852 1.221543  1.41
O -0.417136 3.667450 3.630231  -0.11
P 0.463012 4.125840 2.389045  0.23
O 0.167674 5.479910 1.934986  -0.24
O 0.427557 2.986222 1.355249  -0.52
O 1.982642 3.973271 2.993677  -0.22
P 2.623364 2.519097 3.104896  0.22
O 3.753625 2.721753 4.174863  -0.05
O 1.569799 1.493029 3.432996  -0.35
O 3.129921 2.082452 1.743201  -0.35
H -1.029953 4.370488 3.881691  0.10
H 3.875374 3.643250 4.442249  0.11
F -0.765512 6.998840 -4.633571  0.14
C -0.790951 5.892255 -3.904355  -0.14
C -1.892350 5.061158 -3.937469  -0.14
F -2.936111 5.365853 -4.699770  0.14
C -1.888292 3.907843 -3.176735  -0.24
F -2.973053 3.140949 -3.281013  0.11
C -0.813852 3.530184 -2.369423  -0.30
P -0.999079 2.027527 -1.289760  1.09
C -1.524517 0.771445 -2.500049  -0.36
C -1.893827 -0.482653 -2.009506  -0.13
C -2.255654 -1.497571 -2.882008  -0.08
C -2.229863 -1.283530 -4.252171  -0.10
C -1.819139 -0.054780 -4.748595  -0.08
C -1.463418 0.964218 -3.877659  -0.09
C -2.518137 2.571479 -0.409393  -0.42
C -2.404626 3.738234 0.346169  -0.12
C -3.468102 4.181126 1.117882  -0.07
C -4.655641 3.465649 1.142871  -0.08
C -4.780086 2.315351 0.377869  -0.08
C -3.718616 1.868823 -0.394826  -0.12
C 0.295400 4.379083 -2.373228  -0.56
Br 1.888949 4.044122 -1.426940  0.94
C 0.295789 5.542933 -3.126866  -0.27
F 1.353427 6.352816 -3.144368  0.08
H -1.873302 -0.668660 -0.941949  0.05
H -2.556367 -2.461468 -2.486633  0.10
H -2.526670 -2.073778 -4.931815  0.10
H -1.784035 0.117591 -5.817984  0.11
H -1.149970 1.920181 -4.282243  0.10
H -1.485201 4.312218 0.341447  0.08
H -3.360234 5.089915 1.698365  0.11
H -5.485060 3.807900 1.749839  0.10
H -5.709957 1.758684 0.379455  0.11
H -3.839290 0.976339 -0.990103  0.10
C 4.808631 -1.648317 -0.651129  -0.06
C 4.624264 -0.385119 0.198113  -0.52
O 5.891468 0.132754 0.622767  -0.07
P 3.768146 -0.864771 1.752363  0.56
O 4.483903 -0.120121 2.937327  -0.09
O 4.097179 -2.404663 1.937794  -0.08
O 2.280690 -0.689361 1.777167  -0.39
P 3.828310 0.984596 -0.818141  0.38
O 3.959041 0.460090 -2.335156  -0.13
O 4.679892 2.175175 -0.629949  -0.28
O 2.323056 0.946871 -0.561576  -0.48
H 5.358296 -2.407038 -0.099937  0.08
H 5.358223 -1.395748 -1.553228  0.09
H 3.832629 -2.051879 -0.938968  0.09
H 5.894297 1.073864 0.348894  0.08
H 5.291551 0.325291 2.614571  0.10
H 3.772966 -2.772873 2.772415  0.11
H 4.585514 1.029680 -2.803656  0.11
C 1.357878 -2.373004 -4.429589  -0.15
C 1.887861 -1.079611 -3.843685  -0.19
N 1.260264 -0.845867 -2.560069  0.09
C 0.962735 -1.833904 -1.659355  -0.40
N 0.694002 -1.476982 -0.447211  0.05
C 0.380102 -2.541384 0.499190  -0.25
C -0.341891 -3.703600 -0.158576  -0.15
C 0.533793 -4.220484 -1.279086  -0.16
N 0.933269 -3.120602 -2.141374  -0.04
C 1.558566 -3.472527 -3.405536  -0.15
H 1.880274 -2.616039 -5.355073  0.12
H 0.293686 -2.270902 -4.645878  0.10
H 1.656312 -0.233335 -4.493108  0.12
H 2.981139 -1.134914 -3.752946  0.10
H 1.467161 0.028596 -2.097084  0.08
H -0.233537 -2.127164 1.293062  0.03
H 1.295473 -2.911923 0.979817  0.10
H -1.299991 -3.360502 -0.560489  0.11
H -0.544899 -4.498115 0.562288  0.12
H 0.011034 -4.956614 -1.894034  0.12
H 1.415787 -4.720603 -0.855524  0.13
H 1.111014 -4.408103 -3.743944  0.12
H 2.632820 -3.663871 -3.268830  0.12
C -2.973527 -5.022162 5.261872  -0.06
C -2.576497 -3.791722 4.493190  -0.28
C -1.369953 -3.151793 4.727734  -0.02
C -0.999620 -1.998097 4.039832  -0.31
C 0.322495 -1.350493 4.346644  -0.08
C -1.862031 -1.464609 3.081711  -0.49
Te -1.455272 0.315677 1.979026  1.06
C -3.089316 -2.095180 2.823819  -0.32
C -4.061753 -1.577608 1.798359  -0.11
C -3.422509 -3.242545 3.535536  -0.02
H -2.116013 -5.462943 5.770871  0.07
H -3.403302 -5.779010 4.603164  0.08
H -3.723934 -4.786205 6.020149  0.08
H -0.689909 -3.553728 5.473106  0.11
H 0.762337 -1.778112 5.248876  0.08
H 0.218476 -0.273873 4.482946  0.05
H 1.022145 -1.491315 3.518635  0.05
H -3.616364 -1.557760 0.798406  0.05
H -4.372863 -0.552133 2.016185  0.06
H -4.949779 -2.209316 1.767988  0.07
H -4.374588 -3.722963 3.329217  0.11

Cartesian forces (eV/Å) of the 3 atoms listed first:
-0.152 -0.241 -0.485
-0.046 0.081 -0.041
-0.098 0.049 -0.040

* E_HOMO: -6.9795 eV
* LUMO energy: 0.104 eV
* gap between HOMO and LUMO: 0.2603 Eh
* E_tot: -7612.29284 hartree
* molar mass: 1358.6 g/mol
* max |F|: 0.01254 Eh/bohr


Record 2
Formula: C23H15BiO6P
Source: the OMol25 dataset
Level of theory: ωB97M-V with the def2-TZVPD basis set

Last column: Löwdin charge in e.
Atoms and positions in Å:
O -0.478969 -3.797042 -1.774060  0.08
C -0.340586 -2.775081 -1.291030  0.00
Bi -0.000383 1.303930 1.043388  1.85
O 1.245526 0.478025 -2.831745  0.16
C 0.851433 0.627515 -1.773295  -0.03
C 0.750405 3.398925 1.059063  -0.08
O 0.967129 4.514728 1.295032  0.28
C 1.958616 -0.468341 1.126616  -0.04
O 2.736437 -1.219229 1.494270  0.20
C -2.180455 0.918454 -0.477663  -0.04
O -3.218391 0.633442 -0.868906  0.18
O -0.863897 0.702491 3.055771  -0.57
P -1.534958 -0.547470 3.694234  0.90
C -3.104050 -0.925009 2.861790  -0.27
C -4.302770 -0.440046 3.412608  -0.05
C -5.510721 -0.677332 2.763225  -0.02
C -5.533638 -1.272486 1.505284  -0.01
C -4.339756 -1.705982 0.925979  -0.07
C -3.148506 -1.585539 1.620607  -0.12
C -0.394500 -1.937013 3.833289  -0.27
C 0.053287 -2.304531 5.107533  -0.04
C 1.049026 -3.278705 5.258157  -0.01
C 1.569959 -3.924750 4.132568  -0.01
C 1.101471 -3.573195 2.866034  -0.07
C 0.164102 -2.561993 2.711309  -0.14
C -1.875688 0.123648 5.301795  -0.34
C -1.355514 1.373048 5.679473  -0.05
C -1.600793 1.801911 6.983988  -0.04
C -2.349955 1.029350 7.868078  -0.02
C -2.878012 -0.195820 7.457761  -0.02
C -2.640947 -0.660027 6.164575  -0.10
H -4.280561 0.093814 4.368390  0.12
H -6.440546 -0.373153 3.244558  0.13
H -6.468812 -1.365416 0.968628  0.13
H -4.339276 -2.146419 -0.069507  0.12
H -2.240569 -2.018614 1.193301  0.08
H -0.381104 -1.813338 5.967672  0.11
H 1.402797 -3.541376 6.256554  0.13
H 2.361054 -4.684281 4.244757  0.14
H 1.476327 -4.075295 1.966795  0.13
H -0.160641 -2.267169 1.718331  0.05
H -0.787293 1.982739 4.968396  0.10
H -1.189828 2.757610 7.298008  0.12
H -2.525651 1.372247 8.886551  0.13
H -3.469462 -0.807954 8.117675  0.12
H -3.044017 -1.614184 5.816780  0.13

Cartesian forces (eV/Å) of the 3 atoms listed first:
0.313 2.320 1.089
-0.303 -2.224 -1.027
-2.388 -5.272 1.289

* E_HOMO: -17.2043 eV
* LUMO energy: -13.850 eV
* gap between HOMO and LUMO: 0.1233 Eh
* net charge: +3
* E_tot: -1891.66022 hartree
* molar mass: 627.3 g/mol
* max |F|: 0.20459 Eh/bohr


Record 3
Formula: C23H43FeN2OP3S
Source: the OMol25 dataset
Level of theory: ωB97M-V with the def2-TZVPD basis set

Last column: Löwdin charge in e.
Atoms and positions in Å:
Fe 0.031496 -0.253544 -0.031361  -0.07
P -0.603690 1.657036 1.251203  0.78
P -2.134138 -0.621677 -0.715826  0.78
P 2.180704 0.822360 -0.303819  0.79
H -0.054072 -2.633945 -9.016628  0.13
C 0.966586 -2.836773 -8.669462  0.15
C 1.292852 -4.029216 -8.149159  0.16
H 0.542450 -4.823217 -8.048339  0.12
C -1.089686 3.123644 0.243491  -0.22
C -2.069628 1.496073 2.355075  -0.24
C 0.541593 2.412193 2.488970  -0.23
C -2.345420 -2.086722 -1.805454  -0.24
C -3.356313 -1.065705 0.595960  -0.21
C -2.979302 0.695985 -1.667812  -0.23
C 3.353931 0.070707 -1.512198  -0.27
C 3.326362 0.945730 1.139138  -0.22
C 2.161734 2.560631 -0.906878  -0.24
H 1.717456 -2.055199 -8.841748  0.12
H 2.326318 -4.276215 -7.876534  0.13
H -1.382123 3.940828 0.917645  0.07
H -1.934853 2.876917 -0.407689  0.02
H -0.256435 3.458883 -0.382558  0.03
H -2.132438 2.381219 3.004138  0.07
H -1.959913 0.608708 2.990389  0.05
H -2.999094 1.417105 1.780317  0.04
H -0.020019 3.161613 3.065206  0.07
H 1.387873 2.916725 2.009653  0.04
H 0.928174 1.664392 3.193438  0.04
H -3.413365 -2.324770 -1.890406  0.07
H -1.816360 -2.947858 -1.382431  0.04
H -1.928902 -1.893422 -2.799547  0.04
H -4.320769 -0.577272 0.400784  0.08
H -3.014339 -0.774843 1.594006  0.02
H -3.512210 -2.152017 0.593372  0.06
H -3.845183 0.255980 -2.181809  0.07
H -2.296462 1.112920 -2.420323  0.05
H -3.323127 1.510380 -1.017498  0.04
H 4.296960 0.631337 -1.503633  0.07
H 2.947589 0.076347 -2.528672  0.03
H 3.555569 -0.967064 -1.227099  0.04
H 4.214439 1.524566 0.849359  0.08
H 3.643302 -0.060620 1.437892  0.07
H 2.872856 1.422570 2.013400  0.02
H 3.168434 2.813227 -1.267762  0.07
H 1.877314 3.275290 -0.125922  0.04
H 1.454348 2.649991 -1.739554  0.04
C 0.604890 -1.391594 -3.265653  -0.60
C 0.455781 -0.088553 -3.787844  -0.10
C 0.219862 0.088571 -5.152598  -0.03
C 0.167310 -1.024608 -5.997588  -0.05
C 0.320862 -2.312225 -5.479576  -0.06
C 0.558904 -2.507188 -4.129776  -0.08
S 0.820584 -1.733495 -1.574693  0.79
H -0.311737 0.220592 -1.452257  0.00
H 0.510786 0.783950 -3.127870  0.09
H 0.085378 1.095391 -5.551429  0.13
H 0.024797 -0.898746 -7.064238  0.10
H 0.293252 -3.176125 -6.138904  0.08
H 0.711799 -3.494535 -3.690953  0.12
N 2.176739 -2.017414 5.930761  0.21
C 1.976513 -1.290319 4.801304  -0.46
O 2.508637 -0.184484 4.638930  0.05
C 1.096143 -1.904770 3.764157  -0.07
C 0.397680 -3.124428 3.855644  0.06
C -0.389809 -3.506631 2.772638  0.00
C -0.478100 -2.703342 1.634605  -0.09
N 0.174334 -1.510427 1.542282  -0.06
C 0.962373 -1.151048 2.596098  -0.05
H 2.750721 -1.610385 6.654211  0.14
H 1.708367 -2.876258 6.128720  0.10
H 0.458203 -3.766701 4.731117  0.13
H -0.952579 -4.434310 2.780905  0.13
H -1.074602 -3.014812 0.775803  0.10
H 1.520911 -0.211486 2.499788  0.07

Cartesian forces (eV/Å) of the 3 atoms listed first:
0.752 -0.568 -0.398
-0.791 1.912 1.211
-1.781 -0.262 -0.825

* E_HOMO (spin up / spin down): -15.0240 / -16.3685 eV
* LUMO energy (spin up / spin down): -8.539 / -13.288 eV
* expectation value of S²: 8.88
* gap between HOMO and LUMO (spin up / spin down): 0.2383 / 0.1132 Eh
* net charge: +3
* E_tot: -3771.84936 hartree
* multiplicity: 6
* molar mass: 544.4 g/mol
* max |F|: 0.06764 Eh/bohr